(A)
Computed, not measured: the molecule C6H11P, with the ωB97M-V functional and the def2-TZVPD basis.

Computed properties:
E_LUMO (eV): 0.3

```
! RIJCOSX wB97M-V def2-TZVPD def2/J DEFGRID3
* xyz 0 1
C -1.7643 1.1686 -0.3751
C -0.6754 0.5186 -0.7199
C 0.5710 0.8282 -0.0141
C 1.4959 1.8917 -0.5973
P 1.1417 0.0326 1.3752
C -0.1605 -1.2917 1.2812
C 0.0611 -2.3374 0.1389
H -1.6466 1.8519 0.4387
H -2.7299 1.0691 -0.7840
H -0.6933 -0.2178 -1.5077
H 1.0709 2.3280 -1.5536
H 2.5496 1.4196 -0.8392
H 1.8540 2.6495 0.1145
H -0.3773 -1.7004 2.2897
H -1.0292 -0.5933 1.2675
H -0.9120 -2.4065 -0.3077
H 0.7071 -1.9089 -0.6816
H 0.5374 -3.3017 0.4745
*
```



(B)
Computed, not measured: the molecule C6H11P, with the ωB97M-V functional and the def2-TZVPD basis.

Computed properties:
E_LUMO (eV): 0.8

```
! RIJCOSX wB97M-V def2-TZVPD def2/J DEFGRID3
* xyz 0 1
C 0.1362 -2.5417 -0.3840
C 0.3935 -1.1673 -0.4228
P 1.4427 0.2311 -0.9969
C 2.2761 0.6607 0.6705
C -0.3994 0.1431 -0.4684
C -0.8576 0.9152 0.7976
C -1.3505 0.5113 -1.6582
H 0.8164 -3.3369 -0.5519
H -0.8345 -2.7341 0.1231
H 3.3329 0.8925 0.3570
H 2.1235 -0.1226 1.4115
H 1.8195 1.5481 1.0408
H -1.9483 0.8836 0.6756
H -0.3115 1.7858 0.7870
H -0.5715 0.4249 1.7098
H -1.1310 -0.2151 -2.3507
H -0.9039 1.4040 -1.9899
H -2.2797 0.7029 -1.2379
*
```



Question: of the structures shown, which is the most stable? Reply: (A).